[1]
A 5-piece molecular cluster, C24H43BrNO6 overall. Source: the Open Molecules 2025 dataset; level of theory: the ωB97M-V functional and the def2-TZVPD basis.

The value obtained for the HOMO energy is -11.41 eV. As for the LUMO energy: -0.1312 hartree. The frontier orbital gap comes out at 7.84 eV. Its total charge is +1.

XYZ file:
```
75
C24H43BrNO6, DFT the ωB97M-V functional and the def2-TZVPD basis
C 4.009 -4.788 -0.255
C 2.972 -4.736 -1.093
N 1.989 -3.683 -0.933
C 1.693 -2.920 -1.938
O 2.201 -3.084 -3.147
C 0.785 -1.832 -1.540
C 0.429 -2.100 -0.056
C 1.280 -3.356 0.291
C 0.274 -4.510 0.684
C -0.204 -5.294 -0.498
O -1.049 -4.903 -1.223
Br 0.586 -7.035 -0.853
H 4.954 -5.169 -0.612
H 3.898 -4.485 0.777
H 2.792 -5.485 -1.846
H 1.607 -3.592 -3.722
H -0.039 -1.636 -2.215
H 1.469 -0.973 -1.527
H -0.649 -2.220 -0.059
H 0.726 -1.284 0.592
H 1.868 -3.249 1.194
H -0.593 -4.066 1.161
H 0.748 -5.145 1.429
C 1.116 -0.390 -4.978
C 0.372 -1.216 -6.027
C -0.137 -0.128 -6.966
O 0.820 0.929 -6.912
C 1.723 0.719 -5.829
H 1.867 -0.950 -4.424
H 0.405 0.033 -4.263
H 1.073 -1.870 -6.553
H -0.431 -1.832 -5.621
H -1.105 0.261 -6.632
H -0.239 -0.470 -7.995
H 2.693 0.417 -6.238
H 1.855 1.653 -5.282
C -4.836 0.685 0.511
C -3.461 1.351 0.495
C -2.544 0.161 0.696
O -3.190 -0.971 0.105
C -4.553 -0.632 -0.201
H -5.613 1.271 0.025
H -5.146 0.495 1.541
H -3.281 1.807 -0.481
H -3.326 2.116 1.257
H -2.396 -0.047 1.762
H -1.565 0.299 0.230
H -4.648 -0.526 -1.286
H -5.204 -1.443 0.124
C -2.307 4.780 4.907
C -1.541 5.719 3.978
C -0.913 4.739 2.997
O -1.815 3.632 2.897
C -2.799 3.718 3.934
H -3.118 5.263 5.449
H -1.626 4.337 5.637
H -2.237 6.379 3.458
H -0.803 6.336 4.488
H 0.050 4.369 3.368
H -0.761 5.168 2.006
H -3.754 4.007 3.482
H -2.919 2.738 4.398
C 2.070 1.838 3.848
C 2.852 2.753 2.908
C 3.494 1.752 1.959
O 2.591 0.639 1.869
C 1.592 0.755 2.894
H 1.251 2.335 4.364
H 2.738 1.412 4.599
H 2.164 3.401 2.362
H 3.582 3.381 3.414
H 4.450 1.389 2.351
H 3.661 2.159 0.962
H 0.646 1.041 2.418
H 1.459 -0.212 3.382
```

These are the Mulliken partial charges, in e, on atoms 1 to 2:
1 C -0.87
2 C -0.24

=====

[2]
C24H43CoFP2 as an isolated structure. Source: the Open Molecules 2025 dataset; level of theory: the ωB97M-V functional and the def2-TZVPD basis.

The value obtained for the HOMO energy (spin up / spin down) is -9.84 / -10.68 eV. As for the LUMO energy (spin up / spin down): -0.0774 / -0.2516 hartree. The frontier orbital gap (spin up / spin down) comes out at 7.73 / 3.84 eV. Its total charge is +1. Its spin multiplicity is 5. Its expectation value of S² is 6.024.

XYZ file:
```
71
C24H43CoFP2, DFT the ωB97M-V functional and the def2-TZVPD basis
Co 1.580 1.156 -0.078
C 0.500 -0.568 0.485
C 0.989 -0.686 -0.862
C 2.831 -0.413 0.525
C 1.655 -0.414 1.322
C 2.430 -0.604 -0.828
C -0.888 -0.847 0.973
H -1.645 -0.299 0.389
H -1.022 -0.508 2.010
H -1.148 -1.927 0.925
C 1.682 -0.500 2.796
H 0.692 -0.713 3.200
H 2.056 0.426 3.236
H 2.363 -1.290 3.131
C 4.213 -0.489 1.086
H 4.389 -1.429 1.630
H 4.422 0.336 1.776
H 4.965 -0.482 0.295
C 3.419 -0.830 -1.919
H 3.948 -1.795 -1.851
H 4.209 -0.068 -1.879
H 2.939 -0.812 -2.901
C 0.201 -1.011 -2.075
H 0.652 -1.848 -2.624
H 0.157 -0.163 -2.772
H -0.824 -1.274 -1.800
C -3.506 1.610 -0.073
C -3.689 0.328 -0.440
C -3.583 -0.309 -1.787
C -3.649 0.648 -3.021
C -2.326 1.127 -3.501
C -1.800 2.297 -3.084
C -1.721 2.527 -1.594
C -3.082 2.812 -0.889
H -4.400 -1.042 -1.905
H -4.332 1.476 -2.770
H -2.654 -0.911 -1.813
H -3.821 3.202 -1.615
H -3.551 1.807 1.014
H -3.833 -0.373 0.403
H -2.921 3.626 -0.154
H -1.323 1.590 -1.126
H -1.202 2.954 -3.742
H -0.998 3.326 -1.338
H -4.114 0.063 -3.831
H -1.769 0.458 -4.168
P -1.117 5.322 -2.922
P 2.059 5.849 -3.240
C -0.539 6.940 -3.693
C 0.909 7.321 -3.406
H -1.205 7.734 -3.323
H -0.706 6.842 -4.776
H 1.281 7.973 -4.210
H 0.997 7.882 -2.464
C 3.589 6.872 -3.338
H 4.451 6.220 -3.506
H 3.712 7.403 -2.389
H 3.542 7.612 -4.146
C 2.023 5.383 -5.035
H 2.066 6.280 -5.673
H 1.117 4.804 -5.258
H 2.916 4.771 -5.222
C -1.678 6.060 -1.326
H -1.664 5.321 -0.515
H -2.702 6.426 -1.467
H -1.028 6.898 -1.047
C -2.737 5.210 -3.828
H -2.829 5.994 -4.618
H -3.547 5.363 -3.096
H -2.848 4.206 -4.288
F 1.526 2.884 -0.527
```

These are the Mulliken partial charges, in e, on atoms 1 to 2:
1 Co 0.70
2 C 1.34

=====

[3]
C24H43F5OP2RhTe as an isolated structure. Source: the Open Molecules 2025 dataset; level of theory: the ωB97M-V functional and the def2-TZVPD basis.

The value obtained for the HOMO energy (spin up / spin down) is -9.46 / -9.46 eV. As for the LUMO energy (spin up / spin down): -0.1516 / -0.2423 hartree. The frontier orbital gap (spin up / spin down) comes out at 5.33 / 2.87 eV. Its total charge is +1. Its spin multiplicity is 5. Its expectation value of S² is 6.025.

XYZ file:
```
77
C24H43F5OP2RhTe, DFT the ωB97M-V functional and the def2-TZVPD basis
Rh -0.028 0.070 -0.024
C 1.594 1.692 0.082
C 0.961 1.610 1.314
C 2.035 -0.417 0.911
C 2.179 0.372 -0.237
C 1.188 0.277 1.841
C 1.689 2.921 -0.793
H 0.800 3.542 -0.702
H 1.829 2.668 -1.837
H 2.579 3.480 -0.509
C 3.077 0.029 -1.390
H 2.967 0.738 -2.189
H 2.810 -0.958 -1.742
H 4.135 0.055 -1.106
C 2.640 -1.798 1.152
H 3.668 -1.655 1.496
H 2.651 -2.348 0.210
H 2.090 -2.341 1.909
C 0.856 -0.167 3.232
H 1.641 0.124 3.954
H 0.758 -1.263 3.300
H -0.083 0.280 3.608
C 0.253 2.719 2.029
H 0.986 3.181 2.685
H -0.585 2.375 2.633
H -0.096 3.481 1.315
C -1.310 0.089 -1.768
C -1.174 1.402 -1.295
C -2.194 2.136 -0.502
C -2.823 1.245 0.617
C -1.834 0.253 1.195
C -1.706 -1.097 0.734
C -2.580 -1.632 -0.390
C -2.576 -0.722 -1.651
H -2.976 2.520 -1.168
H -3.710 0.734 0.224
H -1.734 3.019 -0.045
H -3.459 -0.081 -1.655
H -0.666 -0.197 -2.606
H -0.504 2.082 -1.807
H -2.658 -1.361 -2.526
H -2.193 -2.613 -0.656
H -1.371 -1.823 1.463
H -3.621 -1.795 -0.049
H -3.165 1.903 1.426
H -1.529 0.456 2.205
P -6.206 -4.034 -0.282
P -6.298 -6.258 2.024
C -7.814 -4.983 -0.037
C -7.622 -6.324 0.687
H -8.229 -5.156 -1.045
H -8.505 -4.333 0.518
H -8.562 -6.626 1.186
H -7.336 -7.111 -0.023
C -6.211 -8.039 2.451
H -5.613 -8.146 3.363
H -5.713 -8.584 1.644
H -7.213 -8.467 2.620
C -7.366 -5.660 3.413
H -8.271 -6.283 3.519
H -7.658 -4.614 3.236
H -6.782 -5.705 4.338
C -6.101 -4.141 -2.120
H -5.278 -3.499 -2.461
H -7.045 -3.814 -2.589
H -5.886 -5.177 -2.416
C -6.828 -2.315 -0.098
H -7.077 -2.125 0.952
H -7.723 -2.149 -0.725
H -6.032 -1.623 -0.403
F 2.739 2.193 -3.811
Te 1.109 1.291 -4.165
F 1.205 1.988 -5.833
F -0.540 0.490 -4.655
F 0.180 2.924 -3.672
F 2.044 -0.239 -4.638
O 0.860 0.395 -2.315
```

These are the Mulliken partial charges, in e, on atoms 1 to 2:
1 Rh -0.30
2 C 1.74